Density functional theory data (ωB97M-V/def2-TZVPD) for a 4-piece molecular cluster, C3H15N2O3 overall at a distorted geometry.

```
23
Properties=species:S:1:pos:R:3:forces:R:3:nbo_charge:R:1
C -1.9044 -1.8652 0.3271 -0.18 0.75 0.08 -0.63
C -0.6828 -0.9829 0.1603 0.38 -1.74 3.88 -0.24
C -0.8764 0.4441 0.1644 1.05 0.29 -4.78 0.55
N 0.2347 1.2134 0.0224 0.65 0.86 1.17 -0.91
N 0.3880 -1.3285 1.2630 -1.58 1.54 -0.89 -0.79
H -2.5109 -1.5582 1.1783 0.05 0.20 0.12 0.22
H -2.5383 -1.7632 -0.5510 -0.01 -0.57 -0.09 0.24
H -1.5698 -2.8624 0.5706 -0.09 -0.40 -0.52 0.26
H -1.7217 0.8476 -0.3970 -1.05 -0.12 0.92 0.20
H 0.1747 1.5701 -0.9577 -0.15 -0.26 -0.10 0.49
H 0.3035 2.1429 0.4765 -0.09 -0.12 0.48 0.48
H -0.1014 -1.2513 -0.7263 -0.30 0.75 -0.87 0.35
H 0.8790 -0.4319 1.2279 1.02 -0.39 0.43 0.37
H -0.1377 -1.2527 2.1387 0.21 -0.47 0.00 0.37
H 1.5954 -2.0131 -0.1197 0.72 -0.47 0.37 0.49
H 2.9905 -2.4585 -0.7537 -0.13 -0.13 0.33 0.50
O 2.1951 -1.9360 -0.8771 -0.32 0.48 -0.51 -0.99
H -0.5014 4.0056 2.1386 -0.13 0.42 0.11 0.48
H -0.5428 5.0797 1.0075 -0.10 0.03 0.16 0.50
O -0.1119 4.2727 1.3020 0.24 -0.73 -0.29 -0.97
H 1.4193 0.2982 -3.2929 0.04 -0.12 0.18 0.49
H 1.8539 -0.3560 -1.9325 -0.23 0.01 -0.30 0.52
O 1.1655 0.1853 -2.3692 -0.01 0.17 0.11 -1.01
```
Positions in Å, forces in eV/Å.

Results
HOMO energy (eV): -14.788
Maximum force (eV/A): 4.905
2S+1: 1
HOMO-LUMO gap (eV): 7.64
Total charge: +1